(1)
{"formula": "C21H43F12NO11P", "method": "ωB97M-V/def2-TZVPD", "homo_energy_ev": -5.064, "energy_ha": -3247.8901, "max_force_ha_per_bohr": 0.0729, "homo_lumo_gap_ev": 7.08, "total_charge": -1, "elements": ["N", "C", "C", "C", "C", "C", "C", "F", "C", "F", "F", "O", "P", "C", "C", "O", "O", "O", "C", "C", "F", "F", "C", "F", "F", "C", "F", "F", "C", "F", "F", "F", "H", "H", "H", "H", "H", "H", "H", "H", "H", "H", "H", "H", "H", "H", "H", "C", "O", "H", "H", "H", "H", "C", "O", "H", "H", "H", "H", "C", "O", "H", "H", "H", "H", "C", "O", "H", "H", "H", "H", "C", "O", "H", "H", "H", "H", "C", "O", "H", "H", "H", "H", "C", "O", "H", "H", "H", "H"], "positions_angstrom": [[-4.636, 2.253, 1.195], [-3.689, 1.463, 0.835], [-2.391, 1.428, 1.669], [-1.527, 0.136, 1.574], [-2.112, -1.243, 2.018], [-3.569, -1.231, 2.580], [-4.502, -1.745, 1.467], [-4.250, -2.935, 0.850], [-5.612, -1.090, 1.015], [-5.762, -0.839, -0.294], [-6.618, -0.691, 1.772], [-0.585, 0.380, 2.655], [1.071, 0.656, 2.188], [0.826, 2.497, 2.712], [1.023, 3.542, 1.613], [1.875, 3.536, 0.777], [0.097, 4.620, 1.573], [0.614, 0.838, 0.512], [-0.512, -0.003, 0.352], [-1.038, -0.242, -1.065], [-0.313, -1.258, -1.625], [-2.293, -0.786, -0.949], [-1.184, 0.938, -2.050], [-1.180, 0.431, -3.314], [-2.412, 1.485, -1.915], [-0.177, 2.112, -2.045], [-0.573, 2.914, -3.076], [-0.324, 2.915, -0.983], [1.315, 1.774, -2.368], [1.428, 1.771, -3.713], [1.723, 0.589, -1.963], [2.153, 2.690, -1.934], [-4.311, 2.745, 2.036], [-3.905, 0.829, -0.035], [-2.550, 1.637, 2.743], [-1.746, 2.254, 1.292], [-2.077, -1.992, 1.198], [-1.465, -1.665, 2.805], [-3.913, -0.281, 3.013], [-3.629, -1.992, 3.388], [2.463, 0.929, 1.915], [1.357, 0.446, 3.605], [1.428, -0.755, 2.083], [-0.146, 2.612, 3.229], [1.588, 2.726, 3.489], [-0.677, 4.336, 1.056], [-0.059, -0.998, 0.608], [2.219, -0.872, -4.822], [2.340, -2.217, -4.361], [2.843, -0.750, -5.706], [1.179, -0.662, -5.081], [2.554, -0.188, -4.048], [1.782, -2.301, -3.582], [4.635, -2.918, -7.075], [4.755, -4.257, -6.615], [5.259, -2.795, -7.959], [3.594, -2.708, -7.335], [4.971, -2.228, -6.296], [4.196, -4.339, -5.837], [-0.830, -4.591, 2.216], [-0.636, -3.874, 3.429], [-1.853, -4.962, 2.195], [-0.669, -3.933, 1.358], [-0.140, -5.439, 2.165], [0.272, -3.553, 3.429], [-3.795, 5.418, -0.424], [-2.509, 4.959, -0.024], [-4.236, 5.969, 0.403], [-3.704, 6.081, -1.289], [-4.436, 4.569, -0.674], [-2.139, 4.476, -0.769], [0.263, 8.264, 1.791], [-0.924, 7.497, 1.687], [-0.012, 9.304, 1.968], [0.871, 7.908, 2.628], [0.839, 8.198, 0.864], [-0.656, 6.582, 1.532], [3.395, -3.464, 1.520], [3.650, -2.734, 2.714], [2.367, -3.818, 1.542], [3.535, -2.815, 0.650], [4.068, -4.322, 1.455], [4.560, -2.429, 2.675], [3.659, -7.664, 0.293], [3.924, -6.939, 1.489], [2.629, -8.013, 0.325], [3.791, -7.017, -0.578], [4.328, -8.525, 0.217], [4.835, -6.638, 1.443]], "lowdin_charge": [0.090, -0.222, -0.074, -0.371, -0.085, -0.080, -0.198, 0.049, -0.310, 0.111, 0.139, -0.340, 0.506, -0.202, -0.516, 0.090, -0.003, -0.261, -0.231, -0.337, 0.106, 0.109, -0.319, 0.138, 0.145, -0.308, 0.129, 0.155, -0.545, 0.135, 0.188, 0.210, 0.048, 0.090, 0.131, 0.112, 0.103, 0.111, 0.119, 0.118, -0.003, -0.006, -0.009, 0.074, 0.089, 0.054, 0.136, -0.149, -0.127, 0.070, 0.083, 0.056, 0.067, -0.171, -0.128, 0.075, 0.074, 0.075, 0.068, -0.161, -0.128, 0.078, 0.067, 0.072, 0.075, -0.141, -0.135, 0.082, 0.077, 0.068, 0.059, -0.173, -0.134, 0.069, 0.075, 0.076, 0.031, -0.154, -0.127, 0.067, 0.079, 0.053, 0.070, -0.159, -0.135, 0.077, 0.076, 0.073, 0.066]}

(2)
{"formula": "C21H43IrN2P3S2", "method": "ωB97M-V/def2-TZVPD", "homo_energy_ev": [-19.069, -19.695], "energy_ha": -2858.6751, "max_force_ha_per_bohr": 0.0608, "homo_lumo_gap_ev": [7.87, 4.69], "total_charge": 4, "de_lowest_kcal_mol": 0.00, "multiplicity": 6, "elements": ["Ir", "P", "P", "P", "H", "C", "C", "H", "C", "C", "C", "C", "C", "C", "C", "C", "C", "H", "H", "H", "H", "H", "H", "H", "H", "H", "H", "H", "H", "H", "H", "H", "H", "H", "H", "H", "H", "H", "H", "H", "H", "H", "H", "H", "H", "H", "C", "C", "C", "C", "C", "C", "S", "H", "H", "H", "H", "H", "H", "C", "N", "C", "C", "N", "C", "S", "H", "H", "H", "H", "H", "H"], "positions_angstrom": [[0.161, -0.552, 0.722], [-0.908, -2.479, 1.067], [1.923, -1.305, -0.514], [-1.567, 0.906, 1.091], [2.114, 1.452, -3.689], [1.214, 2.022, -3.434], [1.249, 3.050, -2.571], [2.183, 3.343, -2.071], [-1.844, -3.079, -0.373], [0.188, -3.869, 1.514], [-2.084, -2.427, 2.460], [2.889, -0.011, -1.341], [3.128, -2.133, 0.579], [1.461, -2.471, -1.829], [-1.306, 2.530, 0.313], [-1.638, 1.230, 2.889], [-3.256, 0.417, 0.598], [0.320, 1.780, -4.022], [0.360, 3.650, -2.342], [-2.589, -3.805, -0.020], [-1.164, -3.574, -1.076], [-2.345, -2.255, -0.898], [-0.440, -4.688, 1.891], [0.880, -3.563, 2.308], [0.762, -4.223, 0.648], [-2.327, -3.464, 2.725], [-3.007, -1.896, 2.202], [-1.624, -1.939, 3.329], [3.504, -0.492, -2.115], [3.543, 0.506, -0.628], [2.238, 0.726, -1.819], [3.775, -2.773, -0.035], [2.616, -2.743, 1.331], [3.738, -1.378, 1.090], [2.323, -2.583, -2.500], [0.611, -2.072, -2.398], [1.201, -3.452, -1.413], [-2.242, 3.101, 0.370], [-1.035, 2.395, -0.742], [-0.511, 3.082, 0.830], [-2.545, 1.812, 3.097], [-0.756, 1.804, 3.201], [-1.676, 0.292, 3.456], [-3.486, 0.848, -0.383], [-3.964, 0.805, 1.343], [-3.367, -0.670, 0.530], [-2.476, 0.810, -3.322], [-3.537, 0.032, -3.862], [-4.368, 0.575, -4.833], [-4.178, 1.891, -5.291], [-3.166, 2.681, -4.720], [-2.325, 2.157, -3.744], [-1.373, 0.121, -2.250], [0.658, -1.130, 2.156], [-3.636, -0.991, -3.499], [-5.172, -0.036, -5.248], [-4.813, 2.297, -6.085], [-3.018, 3.711, -5.044], [-1.507, 2.735, -3.311], [4.318, 2.281, 2.659], [3.505, 1.301, 3.374], [3.786, 0.727, 4.606], [2.779, -0.142, 4.887], [1.895, -0.078, 3.822], [2.347, 0.796, 2.888], [1.673, 1.264, 1.393], [4.648, 1.874, 1.695], [3.740, 3.194, 2.477], [5.191, 2.512, 3.275], [4.671, 0.989, 5.160], [2.606, -0.784, 5.731], [1.052, -0.642, 3.716]], "lowdin_charge": [0.576, 0.601, 0.599, 0.581, 0.072, -0.075, -0.030, 0.080, -0.195, -0.213, -0.211, -0.253, -0.205, -0.221, -0.247, -0.222, -0.227, 0.038, 0.057, 0.095, 0.058, 0.014, 0.085, 0.052, 0.055, 0.082, 0.053, 0.049, 0.087, 0.041, -0.010, 0.088, 0.025, 0.056, 0.082, 0.024, 0.048, 0.087, -0.006, 0.046, 0.081, 0.049, 0.039, 0.040, 0.084, 0.022, -0.612, -0.042, 0.020, 0.071, 0.024, -0.060, 0.966, -0.049, 0.124, 0.147, 0.157, 0.147, 0.091, 0.022, -0.086, 0.068, 0.049, 0.089, -0.652, 0.819, 0.105, 0.114, 0.125, 0.164, 0.156, 0.116]}

(3)
{"formula": "C21H43N2OP3Tc", "method": "ωB97M-V/def2-TZVPD", "homo_energy_ev": [-20.200, -20.729], "energy_ha": -2113.8519, "max_force_ha_per_bohr": 0.1424, "homo_lumo_gap_ev": [4.88, 6.32], "total_charge": 4, "de_lowest_kcal_mol": 19.09, "multiplicity": 4, "elements": ["Tc", "P", "P", "P", "H", "C", "C", "H", "C", "C", "C", "C", "C", "C", "C", "C", "C", "H", "H", "H", "H", "H", "H", "H", "H", "H", "H", "H", "H", "H", "H", "H", "H", "H", "H", "H", "H", "H", "H", "H", "H", "H", "H", "H", "H", "H", "C", "C", "C", "C", "C", "C", "O", "H", "H", "H", "H", "H", "H", "C", "C", "N", "C", "C", "N", "H", "H", "H", "H", "H", "H"], "positions_angstrom": [[0.210, 1.418, -0.018], [1.437, -0.267, 1.696], [1.863, 2.757, 0.172], [-0.730, -2.845, 0.127], [0.084, 2.953, -2.974], [-0.183, 1.999, -2.545], [-1.081, 1.755, -1.454], [-0.996, 2.591, -0.685], [2.636, -1.492, 0.955], [2.709, 0.500, 2.782], [0.697, -1.250, 3.110], [1.873, 4.155, -1.026], [2.240, 3.642, 1.751], [3.429, 1.935, -0.391], [-2.012, -2.992, -1.080], [-1.374, -3.086, 1.728], [0.615, -3.919, -0.324], [-0.441, 1.238, -3.288], [-2.115, 1.398, -1.635], [3.397, -1.717, 1.722], [3.147, -1.021, 0.110], [2.179, -2.430, 0.654], [3.257, -0.312, 3.303], [2.254, 1.150, 3.546], [3.443, 1.063, 2.182], [0.917, -2.324, 3.012], [-0.386, -1.133, 3.228], [1.152, -0.959, 4.070], [2.880, 4.604, -1.096], [1.147, 4.937, -0.773], [1.629, 3.757, -2.008], [2.957, 4.466, 1.625], [2.645, 2.988, 2.523], [1.329, 4.075, 2.179], [4.127, 2.666, -0.810], [3.195, 1.213, -1.178], [3.935, 1.375, 0.395], [-2.425, -3.975, -0.893], [-1.602, -2.921, -2.100], [-2.749, -2.198, -0.922], [-2.105, -3.873, 1.575], [-1.859, -2.206, 2.143], [-0.581, -3.455, 2.388], [0.134, -4.702, -0.934], [0.996, -4.362, 0.615], [1.427, -3.448, -0.902], [-1.265, -0.804, -2.779], [-0.059, -1.234, -3.423], [-0.242, -1.841, -4.652], [-1.468, -1.712, -5.330], [-2.538, -1.004, -4.769], [-2.549, -0.750, -3.423], [-1.070, -0.558, -1.529], [-0.530, -1.471, -0.024], [0.828, -1.283, -2.777], [0.611, -2.355, -5.056], [-1.550, -2.117, -6.340], [-3.349, -0.669, -5.415], [-3.449, -0.441, -2.869], [-0.745, 1.838, 3.326], [-1.775, 1.393, 2.360], [-1.649, 1.028, 1.076], [-2.929, 0.582, 0.665], [-3.788, 0.663, 1.725], [-3.027, 1.138, 2.786], [-1.239, 2.485, 4.074], [-0.278, 0.976, 3.841], [0.018, 2.416, 2.792], [-3.081, 0.226, -0.364], [-4.828, 0.396, 1.828], [-3.350, 1.351, 3.722]], "lowdin_charge": [1.090, 0.825, 0.658, 0.876, 0.097, 0.075, -0.305, 0.083, -0.214, -0.275, -0.235, -0.222, -0.190, -0.198, -0.178, -0.189, -0.170, 0.073, 0.108, 0.083, 0.049, -0.006, 0.088, 0.060, 0.029, 0.057, 0.027, 0.078, 0.086, 0.078, 0.019, 0.096, 0.026, 0.059, 0.084, 0.047, 0.033, 0.090, 0.070, 0.073, 0.088, 0.062, 0.066, 0.093, 0.089, 0.072, -0.465, 0.032, 0.020, 0.081, 0.020, 0.055, -0.225, -0.007, 0.141, 0.136, 0.159, 0.153, 0.151, 0.012, -0.369, -0.057, -0.098, 0.010, 0.156, 0.130, 0.080, 0.044, 0.095, 0.148, 0.194]}